C5H7NO | ωB97M-V/def2-TZVPD

The energy relative to the best compared isomer or geometry (same formula, charge and spin) is 36.55 kcal per mole. For the total energy, the calculation gives -8834.618 eV. As for the HOMO energy: -9.15 eV. Its strongest force on any atom is 0.4 eV/A. As for the SMILES: C1=N[C@H]2C[C@H]2CO1. The LUMO energy is 0.0361 Ha.

Last column: natural (NBO) charge in e.
Atoms and positions in Å:
C1 1.553 -0.669 0.596  0.387
N1 0.883 -1.434 -0.156  -0.471
C2 -0.366 -0.950 -0.677  -0.086
C3 -1.368 -0.502 0.357  -0.414
C4 -0.681 0.513 -0.502  -0.278
C5 0.496 1.336 -0.032  -0.065
O1 1.311 0.630 0.907  -0.505
H1 2.432 -1.035 1.124  0.173
H2 -0.713 -1.503 -1.546  0.212
H3 -1.096 -0.610 1.403  0.223
H4 -2.416 -0.671 0.130  0.221
H5 -1.351 1.030 -1.181  0.227
H6 0.190 2.257 0.469  0.196
H7 1.127 1.606 -0.893  0.180